Record 1
{
  "formula": "C6H11Cl2N4O2S",
  "method": "the ωB97M-V functional and the def2-TZVPD basis",
  "symbols": ["Cl", "Cl", "S", "O", "O", "N", "N", "N", "N", "C", "C", "C", "C", "C", "C", "H", "H", "H", "H", "H", "H", "H", "H", "H", "H", "H"],
  "coordinates": [[3.437065, 0.603131, 0.909754], [0.898402, -2.306896, 2.821648], [-3.079250, 0.212723, 0.255649], [-2.575691, 1.349971, 0.952430], [-3.746048, -0.718263, 1.092925], [-0.112233, -1.633051, -1.457417], [-1.664660, -0.575259, -0.364654], [-0.625534, -0.757353, 0.478731], [1.510742, -1.743876, 0.286207], [-1.302446, -1.126808, -1.534890], [1.945008, -1.463724, 1.634077], [0.333588, -1.401880, -0.212724], [-4.060132, 0.769712, -1.111318], [2.387820, 0.320813, 3.415657], [2.084787, 0.028732, 1.941361], [-3.454069, 1.061393, -1.961771], [-0.694962, -0.435666, 1.436114], [3.262285, 0.951450, 3.514099], [1.561475, 0.882510, 3.837819], [-4.798166, 0.008232, -1.338643], [-1.940302, -1.138700, -2.398770], [1.216996, 0.609763, 1.654359], [2.554722, -0.572926, 4.004510], [2.142056, -2.271426, -0.293676], [2.934960, -1.885641, 1.732818], [-4.578917, 1.631195, -0.705487]],
  "forces_ev_per_a": [[-0.2, 0.0, -0.2], [-0.2, 0.1, -0.1], [-1.1, 1.4, 2.3], [0.9, 0.3, -0.7], [-0.2, -0.9, -0.9], [1.1, -0.6, -0.7], [-0.7, 0.2, -1.0], [0.3, 0.1, 0.4], [0.2, 0.0, 0.1], [-0.3, 0.2, 0.5], [0.0, 0.2, 0.0], [-0.5, 0.2, 0.4], [0.2, -0.8, -0.1], [0.0, 0.2, -0.1], [0.4, 0.1, 0.5], [0.1, 0.0, -0.1], [0.1, -0.1, 0.0], [0.1, 0.1, -0.1], [-0.1, -0.1, 0.2], [0.1, -0.2, -0.2], [-0.1, 0.0, -0.1], [-0.1, 0.0, -0.3], [0.0, -0.1, 0.0], [-0.1, 0.0, -0.3], [0.1, -0.2, 0.1], [0.1, 0.2, 0.2]],
  "lowdin_charge": [0.67, 0.71, 0.67, -0.26, -0.23, 0.20, -0.12, 0.16, 0.09, -0.07, -0.70, -0.32, -0.09, -0.12, -0.73, 0.08, 0.16, 0.07, 0.09, 0.09, 0.15, 0.08, 0.06, 0.17, 0.11, 0.09],
  "e_tot_ev": -52328.178,
  "orbital_gap_ha": 0.379,
  "charge": 1,
  "e_lumo_ev": -3.693,
  "e_homo_ev": -14.01
}

Record 2
{
  "formula": "C6H11ClCuF4N4O8S4",
  "method": "the ωB97M-V functional and the def2-TZVPD basis",
  "symbols": ["Cu", "Cl", "S", "S", "S", "S", "F", "F", "F", "F", "O", "O", "O", "O", "O", "O", "O", "O", "N", "N", "N", "N", "C", "C", "C", "C", "C", "C", "H", "H", "H", "H", "H", "H", "H", "H", "H", "H", "H"],
  "coordinates": [[0.678111, 1.661559, -1.046983], [1.413531, 0.291315, -3.419905], [1.669447, 0.297905, 2.245335], [0.149510, 4.535587, 0.433243], [-0.335730, 5.087987, -1.800386], [3.264995, 1.228772, 0.609977], [0.074081, 0.500065, 2.195847], [3.472364, 1.108028, -0.972497], [0.738412, 3.310608, 1.301927], [-0.232026, 4.441218, -3.285604], [0.987586, 5.661897, 0.752653], [1.747460, -1.092930, 2.646510], [-1.183961, 4.591001, 0.957029], [-1.707096, 5.419324, -1.612106], [0.576469, 6.210660, -2.017931], [2.143030, 1.301692, 3.165817], [4.288457, 0.339164, 1.102570], [3.386646, 2.652657, 0.758490], [-2.570508, -2.916025, 0.857540], [0.295323, 3.818741, -1.078128], [1.832261, 0.565698, 0.580897], [-0.652755, -2.505527, -0.149011], [0.706505, -2.946461, -2.210011], [-1.536774, -3.467465, 1.610634], [-3.934094, -2.841514, 1.294068], [0.252965, -1.947589, -1.142534], [-0.356100, -3.120995, 1.040557], [-1.995965, -2.435866, -0.231298], [1.500384, -2.468796, -2.782542], [-4.322238, -3.818175, 1.575300], [-1.850097, -4.051357, 2.459967], [-2.535625, -2.079812, -1.094869], [-4.117833, -2.153186, 2.118231], [-0.172112, -3.226224, -2.786949], [1.082731, -1.515551, -0.575813], [-0.128774, -1.023577, -1.576927], [1.228742, -3.800936, -1.773095], [-4.524387, -2.431101, 0.474027], [0.667078, -3.180793, 1.375972]],
  "forces_ev_per_a": [[0.6, 0.0, -0.8], [-0.6, 0.4, 1.1], [-2.8, -0.8, 0.7], [0.8, -1.2, 4.5], [1.7, 2.7, -6.9], [4.2, 1.5, -3.9], [0.2, 0.0, 0.2], [-0.2, -0.1, 0.2], [0.1, 0.4, -0.9], [-0.7, -0.3, 0.8], [-0.3, -1.2, -1.0], [0.4, 1.0, -0.9], [0.1, -0.1, -0.8], [-0.1, -0.7, 0.3], [-1.2, -1.5, 1.3], [-0.1, -1.0, -1.4], [-0.9, 0.6, 0.7], [-0.5, -1.2, 0.8], [1.9, -1.0, 0.2], [-0.6, 1.3, 2.9], [-0.5, -0.1, 3.1], [-2.3, 0.1, 0.3], [0.3, 0.4, 0.9], [-0.7, 0.3, 0.7], [-1.3, 0.2, -0.6], [1.6, 0.5, -0.1], [0.1, -0.2, -0.1], [0.4, 0.9, -0.9], [-0.5, 0.3, -0.4], [0.1, -0.1, -0.1], [0.6, 0.2, 0.3], [0.1, 0.3, 0.1], [0.6, 0.0, 0.1], [0.3, -0.2, -0.4], [0.2, -0.5, 0.0], [-0.6, -0.3, -0.3], [-0.5, -0.3, 0.2], [-0.1, -0.3, -0.1], [-0.1, -0.2, 0.1]],
  "lowdin_charge": [0.26, -0.32, 0.57, 0.53, 0.48, 0.45, -0.22, -0.22, -0.22, -0.22, -0.25, -0.31, -0.28, -0.26, -0.29, -0.25, -0.28, -0.26, -0.10, -0.29, -0.31, -0.02, -0.08, 0.00, 0.00, -0.22, 0.01, -0.01, 0.04, 0.10, 0.13, 0.17, 0.11, 0.07, 0.10, 0.05, 0.07, 0.10, 0.14],
  "e_tot_ev": -140113.342,
  "orbital_gap_ha": 0.261,
  "charge": -1,
  "e_lumo_ev": 1.201,
  "e_homo_ev": -5.90
}

Record 3
{
  "formula": "C6H11ClN",
  "method": "the ωB97M-V functional and the def2-TZVPD basis",
  "symbols": ["Cl", "N", "C", "C", "C", "C", "C", "C", "H", "H", "H", "H", "H", "H", "H", "H", "H", "H", "H"],
  "coordinates": [[-0.483027, -3.541120, 2.758346], [-1.507824, 0.708216, 0.059922], [-0.328066, -0.814209, -1.696350], [1.336833, 1.492017, 0.870212], [-0.292899, -2.366048, 1.674765], [-0.203302, -1.469643, 0.845980], [-0.260700, 0.032866, -0.499340], [1.082300, 0.709892, -0.420587], [0.672706, -0.957099, -1.949894], [1.113782, 2.532050, 0.891212], [1.023459, 1.299138, -1.330621], [-0.732368, -1.844195, -1.550652], [-0.816962, -0.391886, -2.547860], [1.831578, -0.097463, -0.595493], [0.624982, 1.080839, 1.560249], [2.326174, 1.132714, 1.301508], [-1.778447, 1.610119, -0.365129], [-1.335294, 0.887476, 1.021504], [-2.272924, -0.003664, -0.027771]],
  "forces_ev_per_a": [[0.0, -0.7, 0.6], [-0.1, -0.9, -1.8], [-2.1, -1.5, -0.6], [0.9, -2.2, 0.4], [0.0, 2.1, -1.9], [-0.3, 2.1, -0.9], [0.9, -4.4, 4.1], [-0.5, 0.5, 0.2], [1.5, -0.4, -0.7], [0.6, 0.9, -0.4], [0.7, 0.6, -0.3], [0.0, 1.1, 0.1], [-0.4, 0.6, -0.6], [-0.6, 0.8, 0.2], [-0.3, -0.4, 0.9], [-1.1, 1.3, -0.5], [0.1, -0.4, -0.3], [0.1, 0.1, 1.4], [0.5, 0.9, 0.2]],
  "lowdin_charge": [0.77, 0.25, -0.06, -0.06, -0.73, 0.03, -0.32, -0.21, 0.08, 0.07, 0.13, 0.12, 0.10, 0.15, 0.04, 0.12, 0.19, 0.13, 0.20],
  "e_tot_ev": -20401.463,
  "orbital_gap_ha": 0.342,
  "charge": 1,
  "e_lumo_ev": -3.830,
  "e_homo_ev": -13.14
}

Record 4
{
  "formula": "C6H11ClN2O",
  "method": "the ωB97M-V functional and the def2-TZVPD basis",
  "symbols": ["Cl", "O", "N", "N", "C", "C", "C", "C", "C", "C", "H", "H", "H", "H", "H", "H", "H", "H", "H", "H", "H"],
  "coordinates": [[-0.517072, -2.447956, 3.221973], [-1.167598, 0.269075, 1.786284], [0.340845, -2.347479, 1.682669], [-0.383548, -0.235530, 0.748227], [-0.164982, 0.596200, -0.406899], [0.345965, -1.349007, 0.892992], [1.378731, -1.331235, -0.296795], [0.462377, 1.957613, 0.043166], [-1.489143, 0.718538, -1.130366], [0.724698, -0.333763, -1.264191], [-0.143287, 2.315073, 0.910732], [2.364174, -0.883469, 0.209739], [0.172770, 2.721358, -0.732767], [-2.253461, 1.184297, -0.450834], [-1.221352, 1.051558, -2.169163], [0.206135, -1.007128, -1.926307], [1.507069, 0.089473, -1.938678], [1.446796, -2.407201, -0.642533], [1.592621, 1.989734, 0.323530], [-1.112757, -0.353165, 2.555038], [-2.088982, -0.196985, -1.415816]],
  "forces_ev_per_a": [[-2.9, 0.3, 5.6], [0.1, -0.1, -0.9], [1.7, -1.1, -4.0], [-0.3, -0.9, 3.1], [0.4, -0.5, -0.8], [2.1, 0.8, -2.9], [0.8, 0.6, 2.2], [-0.5, 0.8, -0.1], [-1.6, -0.1, -0.8], [2.2, -0.9, -0.4], [0.7, -0.4, -0.4], [-1.8, -1.3, -1.3], [0.9, -0.7, 0.5], [0.8, 0.8, -1.3], [-0.8, 1.0, 1.1], [-1.1, 0.3, -0.3], [-0.7, 0.5, 0.8], [0.4, 1.6, 0.3], [-2.1, -0.4, -0.7], [0.2, -0.3, -0.5], [1.5, 0.0, 0.8]],
  "lowdin_spin": [0.79, 0.07, 0.70, 0.24, 0.02, 0.12, 0.03, 0.01, 0.01, 0.01, 0.00, 0.00, 0.00, 0.00, 0.00, 0.00, 0.00, 0.00, 0.00, 0.00, 0.00],
  "e_tot_ev": -23943.125,
  "orbital_gap_ha": [0.195, 0.249],
  "e_lumo_ev": [0.514, -2.102],
  "e_homo_ev": [-4.80, -8.88],
  "multiplicity": 3
}

Record 5
{
  "formula": "C6H11ClO",
  "method": "the ωB97M-V functional and the def2-TZVPD basis",
  "symbols": ["Cl", "O", "C", "C", "C", "C", "C", "C", "H", "H", "H", "H", "H", "H", "H", "H", "H", "H", "H"],
  "coordinates": [[-0.364138, 2.694077, 0.377073], [0.396289, -1.349672, 0.383864], [-0.907153, 0.963287, 0.039856], [0.607002, -0.002449, 0.498816], [1.420805, -2.151080, -0.027250], [-2.113083, 0.434976, 0.815303], [1.814481, 0.543946, 0.609210], [-0.853006, 0.748469, -1.444938], [1.775487, 1.702430, 0.713361], [-0.366416, 1.600786, -1.929304], [2.158209, -1.496174, -0.583108], [-0.292342, -0.129360, -1.746270], [2.686659, -0.013884, 0.981426], [-3.020887, 0.874718, 0.306182], [2.041953, -2.555466, 0.783240], [-2.083610, 0.948025, 1.898134], [-2.103465, -0.576039, 0.881851], [-1.844756, 0.711084, -1.826017], [1.047971, -2.947676, -0.731427]],
  "forces_ev_per_a": [[-1.2, -0.8, 0.2], [-2.3, 1.4, 0.7], [4.7, -2.1, 1.4], [-1.7, 0.8, -0.9], [2.5, -0.3, -1.8], [-0.1, 6.2, 1.3], [-0.5, 2.4, 1.4], [0.1, 0.8, -0.6], [0.6, -2.4, -0.3], [0.0, -0.2, 0.1], [-0.7, -0.8, 0.1], [-0.2, -0.3, 0.1], [-0.4, 0.3, -0.6], [0.7, -0.8, 0.6], [-0.5, -0.2, 0.1], [-0.1, -1.4, -2.3], [-0.1, -3.0, 0.1], [-1.0, -0.2, -0.6], [0.3, 0.7, 1.0]],
  "lowdin_charge": [0.61, -0.14, -0.69, -0.30, -0.14, -0.08, -0.01, -0.12, 0.04, 0.07, 0.10, 0.08, 0.07, 0.10, 0.09, 0.13, 0.03, 0.07, 0.11],
  "e_tot_ev": -20967.590,
  "orbital_gap_ha": 0.365,
  "e_lumo_ev": 0.884,
  "e_homo_ev": -9.04
}

Record 6
{
  "formula": "C6H11F",
  "method": "the ωB97M-V functional and the def2-TZVPD basis",
  "symbols": ["F", "C", "C", "C", "C", "C", "C", "H", "H", "H", "H", "H", "H", "H", "H", "H", "H", "H"],
  "coordinates": [[-2.134250, 0.658363, 0.336600], [0.030458, 0.505622, -1.274944], [0.474586, 1.685958, 0.930090], [-1.080836, -0.026468, -0.241677], [-1.459431, -1.451043, -0.550838], [0.399387, 0.341541, 0.205846], [1.410512, -0.700598, 0.627925], [0.296832, -0.211999, -1.995596], [-0.368934, 2.244555, 0.717550], [-2.435219, -1.424079, -1.143630], [-0.548425, -1.910393, -1.085513], [1.498272, 2.094116, 0.733930], [0.085355, 1.503321, -1.814065], [0.990013, -1.207640, 1.479889], [1.539125, -1.445413, -0.151786], [0.382739, 1.545150, 1.996063], [-1.463559, -1.975963, 0.422432], [2.383373, -0.225033, 0.807732]],
  "forces_ev_per_a": [[0.6, 0.2, -0.6], [-1.6, 2.4, 1.0], [2.2, -2.0, 0.4], [3.2, 0.3, -1.0], [1.0, -0.1, 0.0], [-1.8, 0.2, -1.3], [-0.5, 0.3, -0.5], [0.3, -1.2, -0.5], [-1.2, 1.7, -1.0], [1.4, -0.6, 0.9], [-1.9, 0.5, 0.4], [-1.1, 0.3, 0.0], [-0.4, -0.9, 1.3], [0.4, -0.2, 0.7], [0.1, -0.1, -0.1], [0.3, -0.3, 0.6], [-0.9, -0.2, -0.5], [-0.2, -0.2, 0.3]],
  "lowdin_charge": [0.02, -0.02, -0.04, -0.40, -0.03, -0.44, -0.04, 0.07, 0.05, 0.11, 0.10, 0.10, 0.12, 0.08, 0.07, 0.08, 0.08, 0.09],
  "e_tot_ev": -9116.212,
  "orbital_gap_ha": 0.383,
  "e_lumo_ev": 0.974,
  "e_homo_ev": -9.45
}